Density functional theory data (ωB97M-V/def2-TZVPD) for a 5-piece molecular cluster, C18H36N2O10P2S overall.

Each line ends with the natural charge from an NBO analysis.
Cartesian coordinates (Å):
C 0.6920 -3.9694 3.7752  -0.4214
C 1.5325 -5.2272 3.6097  -0.4151
C 1.8934 -5.5209 2.0927  -0.6188
S 1.2428 -4.0459 1.1192  2.0947
O -0.0578 -4.3179 0.5012  -0.9165
O 2.3446 -3.3286 0.5110  -0.9418
C 0.9966 -3.0052 2.6130  -0.6497
H 0.9741 -3.3278 4.6099  0.2266
H -0.3747 -4.1660 3.6676  0.2208
H 1.0644 -6.1606 3.9222  0.2286
H 2.4009 -5.1015 4.2564  0.2191
H 1.4494 -6.3500 1.5417  0.2485
H 2.9745 -5.4005 2.0243  0.2478
H 0.3479 -2.1451 2.4472  0.2590
H 1.9518 -2.5191 2.8115  0.2233
C -3.4437 -1.8787 -3.3260  -0.2739
O -4.2752 -1.0934 -2.5326  -0.7884
P -5.5339 -1.6491 -1.6504  2.5200
O -6.2407 -0.5586 -0.8887  -1.0812
O -6.6223 -2.4801 -2.5605  -0.7945
C -7.6241 -1.8478 -3.2298  -0.2375
O -4.9030 -2.8338 -0.7016  -0.7829
C -3.7025 -2.5252 -0.0500  -0.2770
H -3.5196 -1.5669 -4.3678  0.1840
H -3.3777 -2.9662 -3.3589  0.2004
H -2.4403 -1.5526 -3.0523  0.1924
H -7.7570 -2.5421 -4.0595  0.1864
H -7.2875 -0.8820 -3.6065  0.1776
H -8.5228 -1.6883 -2.6339  0.1888
H -3.3163 -1.5063 -0.0242  0.2030
H -2.8307 -3.0122 -0.4870  0.1888
H -3.8313 -2.8491 0.9828  0.1933
C 6.8070 3.4859 -0.5225  -0.2668
O 5.5273 4.0542 -0.7728  -0.8082
P 4.1715 3.2573 -0.6339  2.5648
O 2.8782 4.0580 -0.8270  -1.1090
O 4.2949 2.6910 0.8772  -0.8418
C 3.3534 3.0519 1.9581  -0.2506
O 4.5046 1.9269 -1.5276  -0.7860
C 3.5107 0.9819 -1.6824  -0.2612
H 7.3745 3.2415 -1.4205  0.2006
H 6.9020 2.8274 0.3410  0.2058
H 7.4048 4.3414 -0.2081  0.1909
H 3.4139 4.0848 2.3010  0.1919
H 3.3816 2.3069 2.7532  0.1997
H 2.3215 3.0107 1.6093  0.1942
H 3.0770 0.9124 -2.6800  0.1907
H 2.6389 1.1919 -1.0627  0.1965
H 3.9769 0.0492 -1.3649  0.1925
N 0.2074 4.9309 -0.0595  -0.5104
C -0.9656 4.7775 -0.7449  -0.0918
C -2.0992 4.6874 0.0874  -0.3115
C -1.5702 4.6566 1.3622  -0.2817
C -0.1695 4.5761 1.2031  -0.1385
H 1.1835 5.0565 -0.2867  0.4690
H -0.9691 4.7206 -1.8234  0.2101
H -3.1233 4.6440 -0.2527  0.2340
H -2.1094 4.5391 2.2905  0.2206
H 0.4289 4.4726 2.0963  0.2046
N -0.3058 1.6705 -0.2013  -0.5171
C -0.7483 1.0074 -1.3140  -0.0711
C -0.1826 -0.2071 -1.3596  -0.3123
C 0.4642 -0.5169 -0.1445  -0.3347
C 0.2838 0.6963 0.5936  -0.0773
H -0.3078 2.6571 0.0148  0.4445
H -1.2673 1.5969 -2.0552  0.2114
H -0.2262 -0.9474 -2.1447  0.2126
H 1.0122 -1.4160 0.0957  0.2376
H 0.7213 0.9425 1.5498  0.1935

As for the HOMO-LUMO gap: 8.418 eV. The value obtained for the HOMO energy is -8.00 eV. The largest force on an atom is 0.1016 Eh/bohr. As for the total charge: 0. The calculation puts the energy above the lowest of the compared OMol25 structures with the same formula, charge and spin at 0.00 kJ/mol.

Density functional theory data (ωB97M-V/def2-TZVPD) for C18H36N2O4PbS4Si2Te as an isolated structure.

Each line ends with the natural charge from an NBO analysis.
Cartesian coordinates (Å):
Pb 0.4931 -1.4371 0.4449  1.1621
S 3.0493 -1.6925 0.3662  -0.2206
C 2.9907 -3.4412 0.6319  -0.2341
C 4.0197 -4.2081 0.0793  -0.2040
C 4.0727 -5.5769 0.2578  -0.2115
C 3.0694 -6.2185 0.9723  -0.2107
C 2.0263 -5.4813 1.4981  -0.2474
C 1.9774 -4.0927 1.3560  -0.0975
S 0.6073 -3.2681 2.1154  -0.1631
H 4.7890 -3.7054 -0.4924  0.2182
H 4.8887 -6.1431 -0.1716  0.2159
H 3.0905 -7.2918 1.1072  0.2166
H 1.2275 -5.9765 2.0350  0.2207
N -0.4014 -0.4627 3.6246  -0.6692
N -1.7291 -0.8895 3.4663  -0.5150
C -2.2480 -1.1826 2.2013  0.8863
O -3.3139 -1.7685 2.1270  -0.6747
O -1.5498 -0.7490 1.1859  -0.8861
H 0.2062 -1.2291 3.8982  0.3625
H -0.3694 0.2619 4.3296  0.3587
H -2.1417 -1.4453 4.2013  0.3766
C 0.2621 4.8892 -0.4707  -1.1241
Si 1.8525 4.2051 0.2476  1.6393
C 1.9124 4.5686 2.0815  -1.1206
C 3.3259 4.9574 -0.6199  -1.1114
C 1.9099 2.3345 0.0128  -1.1963
Te 0.1917 1.3596 0.8085  0.9556
C -0.9524 1.5096 -0.9851  -1.1474
Si -2.8541 1.5200 -0.8146  1.6707
C -3.4075 2.7706 -2.1006  -1.1144
C -3.5953 -0.1387 -1.2158  -1.1367
C -3.3397 2.1334 0.8843  -1.1274
H 0.2188 5.9708 -0.3234  0.2475
H -0.6208 4.4618 0.0132  0.2346
H 0.1844 4.7016 -1.5440  0.2387
H 1.9119 5.6457 2.2616  0.2437
H 2.8144 4.1562 2.5391  0.2405
H 1.0487 4.1486 2.6027  0.2396
H 3.3407 6.0421 -0.4948  0.2418
H 3.3026 4.7443 -1.6906  0.2407
H 4.2620 4.5617 -0.2205  0.2418
H 2.7680 1.9122 0.5440  0.2585
H 1.9896 2.0181 -1.0275  0.2753
H -0.6161 0.7092 -1.6458  0.2634
H -0.6230 2.4577 -1.4133  0.2467
H -3.0987 2.4633 -3.1028  0.2365
H -2.9849 3.7597 -1.9064  0.2300
H -4.4954 2.8674 -2.1075  0.2405
H -3.1568 -0.5573 -2.1251  0.2450
H -4.6688 -0.0256 -1.3900  0.2392
H -3.4485 -0.8444 -0.3983  0.2729
H -2.9787 3.1503 1.0628  0.2294
H -2.9575 1.4854 1.6755  0.2479
H -4.4283 2.1486 0.9748  0.2482
C 1.7547 0.0759 -3.5381  -0.2509
O 1.9227 -0.0754 -2.1328  -0.7645
H 1.5187 -0.8748 -4.0200  0.1833
H 2.6452 0.5077 -4.0011  0.1702
H 0.9161 0.7533 -3.6913  0.1816
H 2.5921 -0.7484 -1.9482  0.4964
C -3.0318 -4.1827 0.0636  -0.2583
O -1.8632 -3.4194 -0.2907  -0.5035
C -1.6428 -3.1746 -1.5604  0.0482
S -2.5003 -3.7066 -2.8446  -0.1019
S -0.2227 -2.1852 -1.8430  -0.0963
H -3.0596 -4.1607 1.1457  0.2215
H -2.9364 -5.1921 -0.3335  0.1936
H -3.9165 -3.7055 -0.3518  0.2079

As for the HOMO-LUMO gap: 6.460 eV. The value obtained for the HOMO energy is -7.96 eV. The largest force on an atom is 0.0066 Eh/bohr. As for the total charge: 0. The calculation puts the energy above the lowest of the compared OMol25 structures with the same formula, charge and spin at 27.69 kJ/mol.